{
  "formula": "C4H9O3P",
  "method": "ωB97M-V with the def2-TZVPD basis set",
  "species": ["C", "C", "C", "C", "P", "O", "O", "O", "H", "H", "H", "H", "H", "H", "H", "H", "H"],
  "positions_angstrom": [[0.60557, 0.33562, 1.43610], [-0.09049, 0.08526, 0.05096], [0.08595, 1.34857, -0.78124], [-1.54471, -0.21879, 0.22345], [0.76070, -1.38347, -0.80120], [2.27100, -1.24459, -0.81102], [0.49498, -2.70462, -0.10798], [0.20862, -1.38226, -2.22742], [1.67513, 0.32047, 1.29103], [0.32529, 1.22614, 1.97776], [0.47505, -0.53409, 2.03242], [-0.13893, 2.38719, -0.34674], [1.10917, 1.55361, -0.97878], [-0.42825, 1.14963, -1.66687], [-1.71851, -1.24973, 0.54530], [-2.00030, -0.09065, -0.75704], [-2.09027, 0.40171, 0.92129]],
  "atomic_forces_ev_per_a": [[0.20, -0.88, -1.33], [1.36, 1.07, 1.95], [0.37, 1.16, 1.45], [-0.71, -0.71, -0.42], [1.48, -2.36, -2.23], [0.98, 1.96, 0.53], [-1.71, -0.15, 1.57], [-0.98, 0.97, -0.09], [0.53, 0.37, -0.31], [-0.48, 0.56, 0.12], [-0.52, -0.82, 0.88], [-0.86, -1.32, 0.08], [1.26, -0.56, -0.61], [-0.74, 0.25, -1.79], [0.21, -0.06, -0.13], [-0.33, -0.21, -0.12], [-0.06, 0.74, 0.45]],
  "lowdin_charge": [-0.121, -0.614, -0.142, -0.146, 0.030, -0.489, -0.485, -0.488, 0.048, 0.041, 0.045, 0.073, 0.048, 0.030, 0.064, 0.061, 0.046],
  "de_lowest_ev": 0.186,
  "gap_ev": 4.963,
  "max_force_ev_per_a": 3.57,
  "charge": -2,
  "smiles": "CC(C)(C)P(=O)([O-])[O-]",
  "spin_multiplicity": 1
}